C19H14Co2NO6 | wB97M-V/def2-TZVPD

## Properties
Total charge: -1
Energy above the lowest of the compared OMol25 structures with the same formula, charge and spin, kcal/mol: 134.2
HOMO, eV: -1.5
Maximum force, eV/A: 7.3
Gap between HOMO and LUMO, eV: 3.3

Element x y z (Å)
C 1.040 -3.119 -0.616
H 4.560 -1.180 1.513
O 3.574 -3.416 -3.728
O -2.726 -6.084 -0.315
O -0.481 -8.662 -2.394
H 1.950 -1.962 1.753
C 0.186 -3.967 -1.205
C -0.767 -0.570 1.960
H 1.974 -1.226 -0.825
H -3.709 0.470 1.323
H -2.154 2.562 2.268
C 4.264 -0.152 1.564
H 4.730 0.403 0.753
O 2.673 -7.116 -2.640
O 3.660 -4.362 0.698
C -1.606 -6.083 -0.583
H -3.282 -1.003 2.173
C 2.885 -3.843 -2.881
C -3.179 0.070 2.181
H 0.283 -1.203 -0.184
Co 1.845 -4.440 -1.547
C 2.961 -4.469 -0.226
H 2.843 2.056 1.929
C 0.571 -0.226 1.864
C 0.001 2.156 2.162
H -0.723 -3.837 -1.795
C -1.744 0.440 2.112
H -1.035 -1.621 1.904
C 0.939 1.104 1.990
C -0.260 -7.644 -1.866
C 0.817 -6.549 0.483
H -3.650 0.476 3.071
O 1.328 -6.878 1.493
C -1.361 1.790 2.210
H 0.306 3.225 2.187
C 1.269 -1.727 -0.066
C 2.031 -6.239 -2.123
H 4.705 0.245 2.477
Co 0.068 -6.102 -1.073
N 2.337 1.178 1.786
C 2.829 -0.021 1.520
C 1.708 -1.036 1.186

Atomic partial charges in e from the natural (NBO) method, atoms 1 to 4: -0.07 0.23 -0.55 -0.55

=====

C19H14CoOPS3Sb | wB97M-V/def2-TZVPD

## Properties
Expectation value of S²: 8.808
Energy above the lowest of the compared OMol25 structures with the same formula, charge and spin, kcal/mol: 8.6
HOMO (spin up / spin down), eV: -7.2 / -7.9
Maximum force, eV/A: 0.8
Gap between HOMO and LUMO (spin up / spin down), eV: 6.4 / 6.2
Spin multiplicity: 6

Element x y z (Å)
C 2.155 -3.290 0.048
S 2.163 5.349 3.572
Sb 3.137 3.252 2.888
C 1.774 -2.769 2.367
S 1.517 1.664 3.589
H 1.415 -1.863 -1.372
C 1.659 0.905 -1.947
H -4.312 -2.060 0.195
C -3.687 1.155 1.099
C -3.738 -1.165 0.392
C 2.283 -3.615 1.390
C 1.513 -2.117 -0.324
H -1.851 -2.058 -0.135
H -1.228 0.713 -4.499
H 2.557 -3.945 -0.713
H -5.458 -0.005 0.957
C -1.454 2.168 1.418
H 2.470 0.981 -1.233
H 2.896 1.432 -3.609
C -0.420 0.765 -3.782
C 0.999 -1.270 0.653
H 1.886 -3.013 3.415
C -2.361 -1.165 0.208
H -4.193 2.043 1.450
H 2.789 -4.528 1.679
P 0.130 0.254 0.247
C 1.137 -1.594 2.003
C 1.899 1.165 -3.286
C -1.627 -0.021 0.466
C -2.281 1.140 0.940
C -4.383 -0.002 0.828
O -1.173 3.304 1.682
H -1.665 0.237 -2.124
H 1.047 1.308 -5.249
Co 0.654 2.162 1.565
S 2.409 3.239 0.618
H 0.773 -0.919 2.767
C -0.664 0.497 -2.443
C 0.374 0.569 -1.518
C 0.859 1.098 -4.204

Atomic partial charges in e from the natural (NBO) method, atoms 1 to 4: -0.20 -0.34 0.88 -0.21

=====

C19H14FN3O3S | wB97M-V/def2-TZVPD

## Properties
HOMO, eV: -8.7
Maximum force, eV/A: 0.9
Gap between HOMO and LUMO, eV: 9.0
SMILES: O=C(COc1ncnc2scc(-c3ccc(F)cc3)c12)NCc1ccco1

Element x y z (Å)
C -2.780 -1.021 1.260
C 2.072 -2.044 -0.273
H -1.514 2.635 1.924
C 2.440 1.908 -0.094
H 1.666 2.434 -4.478
H 2.567 -3.188 1.461
C 0.467 -2.740 1.340
C 2.640 1.690 -1.559
N 1.066 1.670 0.295
H 2.649 2.950 0.170
O -1.347 0.838 0.904
C -0.537 -2.103 0.615
C 3.229 1.102 -3.622
C -1.928 -2.156 1.077
C -1.191 2.250 0.952
H 3.720 0.643 -4.455
C -2.581 -3.310 1.371
H 3.113 1.248 0.460
N -5.054 -0.526 1.920
O 0.620 3.804 0.894
H -1.820 2.725 0.190
H -2.182 -4.304 1.311
C 0.261 2.662 0.710
C -2.564 0.373 1.196
C -4.075 -1.387 1.672
H 4.259 0.254 -1.834
H 0.677 0.751 0.137
H -0.992 -0.970 -1.146
O 1.841 2.357 -2.421
C -0.213 -1.446 -0.569
C 2.204 1.995 -3.662
C 1.093 -1.417 -1.024
H 1.359 -0.926 -1.947
S -4.232 -3.104 1.844
F 3.350 -2.009 -0.702
H 0.217 -3.252 2.256
C 3.513 0.900 -2.248
N -3.544 1.222 1.442
H -5.513 1.464 1.955
C -4.735 0.736 1.774
C 1.778 -2.707 0.905

Atomic partial charges in e from the natural (NBO) method, atoms 1 to 4: -0.21 0.40 0.23 -0.27

=====

Question: Among the records above, which one has the lowest maximum force?
Answer: C19H14CoOPS3Sb

=====

Question: The highest maximum force belongs to which entry?
Answer: C19H14Co2NO6

=====

Question: The highest maximum force belongs to which entry?
Answer: C19H14Co2NO6